## A
Molecular formula: C3H2N2O2
Method: DFT, ωB97M-V/def2-TZVPD

Geometry (Å):
O 0.38 2.35 -1.55
O 1.76 -0.70 2.03
N -0.58 -0.09 -0.06
N -0.69 2.03 -1.12
C 0.87 -1.27 1.46
C -0.37 -0.62 1.02
C -0.88 0.56 -1.10
H 0.86 -2.37 1.29
H -1.36 0.10 -1.96

Summary:
Frontier orbital gap (spin up / spin down)   0.2969 / 0.2968 Eh
Molecular weight   98.06 g mol⁻¹
LUMO energy (spin up / spin down)   -0.95 / -0.95 eV
HOMO (spin up / spin down)   -9.030 / -9.030 eV

***

## B
Molecular formula: C3H2N2O2
Method: DFT, ωB97M-V/def2-TZVPD

Geometry (Å):
O 0.70 0.88 0.04
O 0.69 -0.08 2.41
N -0.69 -0.55 -0.89
N 0.60 1.26 -1.27
C -0.05 -0.71 1.68
C -0.09 -0.20 0.21
C -0.22 0.39 -1.78
H -0.42 -1.42 2.43
H -0.51 0.43 -2.83

Summary:
Frontier orbital gap   0.3731 Eh
Molecular weight   98.06 g mol⁻¹
LUMO energy   -0.60 eV
SMILES string   O=Cc1ncno1
HOMO   -10.747 eV

***

Which structure is the least stable? The one labeled A.

***

## A
Molecular formula: C3H2N2O2
Method: DFT, ωB97M-V/def2-TZVPD

Geometry (Å):
O -2.04 0.17 0.70
O -1.78 -1.55 -0.66
N -1.45 -0.58 -0.04
N 1.58 -1.38 -1.89
C 0.63 0.99 0.75
C 1.21 -0.66 -1.09
C 0.51 -0.02 -0.10
H -0.14 1.40 1.33
H 1.47 1.62 1.01

Summary:
Frontier orbital gap   0.3497 Eh
Molecular weight   98.06 g mol⁻¹
LUMO energy   -1.08 eV
HOMO   -10.592 eV

***

## B
Molecular formula: C3H2N2O2
Method: DFT, ωB97M-V/def2-TZVPD

Geometry (Å):
O -2.61 1.64 0.07
O -2.49 -1.73 -0.08
N -0.34 1.10 -0.05
N 0.49 0.05 0.00
C -1.59 -0.99 0.02
C -1.70 0.84 0.00
C -0.12 -1.10 0.01
H 0.50 -2.06 0.10
H 0.08 1.96 0.29

Summary:
Frontier orbital gap   0.3013 Eh
Molecular weight   98.06 g mol⁻¹
LUMO energy   -1.19 eV
SMILES string   O=C1C=NNC1=O
HOMO   -9.389 eV

***

Which structure is the least stable? The one labeled A.

***

## A
Molecular formula: C3H2N2O2
Method: DFT, ωB97M-V/def2-TZVPD

Geometry (Å):
O 1.22 0.58 0.41
O -0.37 -1.62 -1.59
N 1.01 -1.24 -1.28
N -1.36 -0.82 -1.04
C 0.76 -0.30 -0.41
C -0.67 -0.11 -0.22
C -0.09 0.94 1.07
H -0.24 2.11 1.00
H -0.27 0.45 2.05

Summary:
Frontier orbital gap   0.3912 Eh
Molecular weight   98.06 g mol⁻¹
LUMO energy   0.39 eV
SMILES string   C1Oc2nonc21
HOMO   -10.252 eV

***

## B
Molecular formula: C3H2N2O2
Method: DFT, ωB97M-V/def2-TZVPD

Geometry (Å):
O 2.95 -1.20 -0.60
O -1.48 -1.37 -1.18
N -2.15 -0.23 0.71
N 0.48 1.45 -0.23
C -1.71 -0.69 -0.29
C 2.24 -0.25 -0.48
C 1.42 0.62 -0.07
H -1.70 0.11 1.52
H -0.06 1.57 0.61

Summary:
Frontier orbital gap   0.2701 Eh
Molecular weight   98.06 g mol⁻¹
LUMO energy   -1.71 eV
SMILES string   N=C=C=O.N=C=O
HOMO   -9.063 eV

***

## C
Molecular formula: C3H2N2O2
Method: DFT, ωB97M-V/def2-TZVPD

Geometry (Å):
O 0.32 -1.35 0.46
O -0.08 -0.60 1.86
N 1.99 0.40 -1.61
N -0.58 0.46 1.58
C 1.02 0.01 -1.15
C -0.71 0.78 0.38
C -0.17 -0.47 -0.43
H -0.96 1.79 0.05
H -0.83 -1.03 -1.14

Summary:
Frontier orbital gap   0.3732 Eh
Molecular weight   98.06 g mol⁻¹
LUMO energy   -0.32 eV
SMILES string   N#C[C@@H]1C=NOO1
HOMO   -10.473 eV

***

## D
Molecular formula: C3H2N2O2
Method: DFT, ωB97M-V/def2-TZVPD

Geometry (Å):
O -1.64 -0.56 0.63
O 0.45 0.11 1.34
N -1.20 -1.27 -0.56
N 1.83 0.60 -1.66
C -0.75 0.03 1.46
C -0.23 -0.74 -1.14
C 0.79 0.03 -1.35
H 2.07 1.36 -1.02
H -1.31 0.42 2.31

Summary:
Frontier orbital gap   0.3064 Eh
Molecular weight   98.06 g mol⁻¹
LUMO energy   -0.99 eV
SMILES string   N=C=C=NOC=O
HOMO   -9.325 eV

***

Which structure is the least stable? The one labeled A.

***

## A
Molecular formula: C19H19ClN6O8RuS3
Method: DFT, ωB97M-V/def2-TZVPD

Geometry (Å):
Ru -1.16 -0.90 0.15
Cl -0.99 -6.63 0.87
S -1.36 -1.26 2.41
S 1.57 1.66 2.35
S 2.24 -0.74 0.17
O 1.97 -1.36 1.44
O 1.99 2.08 3.69
O 1.05 3.09 1.63
O 2.90 -1.55 -0.84
O -0.52 -2.86 -0.03
O 1.03 -0.01 -0.36
O -1.06 -0.24 3.52
O -2.30 -3.94 0.84
N -1.30 1.22 0.27
N -3.87 -1.28 1.22
N -0.32 3.13 -0.31
N -3.06 -1.22 0.12
N -3.76 -0.97 3.49
N -1.49 -0.98 -1.92
C -0.20 -5.07 0.50
C -0.60 -0.96 -2.92
C 5.25 2.63 0.99
C 0.58 3.95 -1.09
C 4.61 0.62 -0.17
C 5.53 1.63 0.07
C -0.30 3.14 1.14
C -0.82 1.95 -0.72
C -3.16 -1.17 2.31
C 3.39 0.61 0.49
C -0.96 -1.12 -4.24
C -2.31 -1.33 -4.54
C -2.79 -1.22 -2.19
C 4.04 2.62 1.67
C -1.13 1.92 1.42
C -1.15 -3.87 0.43
C -3.23 -1.39 -3.51
C -3.65 -1.31 -1.04
C 3.11 1.62 1.40
H 3.80 3.37 2.41
H 0.43 -0.81 -2.61
H -4.76 -1.02 3.56
H 0.43 5.00 -0.84
H -0.21 -1.10 -5.02
H -4.28 -1.58 -3.70
H 6.48 1.63 -0.45
H -4.71 -1.47 -1.09
H 1.62 3.69 -0.89
H -2.63 -1.47 -5.56
H 0.53 -4.88 1.29
H -0.79 1.62 -1.75
H 4.81 -0.18 -0.87
H -0.70 4.08 1.52
H 0.33 -5.18 -0.44
H -1.32 1.47 2.39
H 0.37 3.80 -2.15
H -3.17 -0.89 4.30
H 5.97 3.41 1.19

Summary:
Frontier orbital gap (spin up / spin down)   0.2430 / 0.2396 Eh
Molecular weight   692.12 g mol⁻¹
LUMO energy (spin up / spin down)   2.21 / 2.10 eV
Total charge   -1
HOMO (spin up / spin down)   -4.407 / -4.417 eV
Spin multiplicity   2

***

## B
Molecular formula: C19H19ClN6O8RuS3
Method: DFT, ωB97M-V/def2-TZVPD

Geometry (Å):
Ru 0.95 -0.16 0.77
Cl 4.23 1.20 5.31
S 2.41 -1.91 0.23
S -1.67 -1.75 -0.79
S -0.83 -2.06 2.64
O -1.20 -0.78 2.03
O 0.60 -2.29 2.49
O -0.29 -1.23 -0.60
O -2.72 -0.86 -0.36
O -1.35 -2.26 3.97
O 1.62 0.48 4.01
O -1.80 -2.24 -2.15
O 2.51 0.41 1.93
N 4.72 -1.38 -0.95
N 2.00 0.79 -0.69
N -0.68 1.59 -0.70
N 3.26 0.35 -0.99
N -0.59 2.94 3.38
N 0.29 1.74 1.78
C 4.01 0.50 3.68
C 2.54 0.47 3.23
C -1.33 4.11 -1.65
C -0.67 1.80 2.68
C -2.58 -5.53 0.24
C -1.93 2.03 -0.64
C -1.60 -3.32 1.62
C -2.38 -5.61 1.61
C 3.50 -0.87 -0.60
C -1.82 -3.23 0.24
C -2.30 3.29 -1.10
C 1.03 2.89 1.92
C -1.89 -4.51 2.29
C -2.31 -4.35 -0.43
C -1.42 3.29 4.51
C 0.26 2.38 -1.22
C -0.03 3.65 -1.72
C 1.62 1.85 -1.30
C 0.49 3.65 2.90
H 1.90 3.07 1.31
H -2.96 -6.38 -0.31
H 0.76 4.26 -2.14
H -1.18 2.65 5.37
H 5.05 -2.16 -0.42
H 5.40 -0.70 -1.25
H -2.64 1.33 -0.23
H -1.72 -4.54 3.35
H -2.47 -4.27 -1.50
H -1.23 4.33 4.78
H -1.58 5.10 -2.02
H -1.38 1.01 2.86
H 4.60 1.08 2.98
H -2.47 3.17 4.26
H -2.60 -6.52 2.15
H 4.37 -0.52 3.71
H -3.33 3.61 -1.03
H 2.34 2.32 -1.96
H 0.78 4.59 3.32

Summary:
Frontier orbital gap (spin up / spin down)   0.2785 / 0.2748 Eh
Molecular weight   692.12 g mol⁻¹
LUMO energy (spin up / spin down)   2.14 / 2.05 eV
Total charge   -1
HOMO (spin up / spin down)   -5.443 / -5.425 eV
Spin multiplicity   2

***

Which structure is the least stable? The one labeled A.